Entry 1:
The following is a DFT calculation (ωB97M-V/def2-TZVPD) of 5 unconnected molecules or ions with the total composition C47H53BrF14N4O12PS in a non-equilibrium geometry.

The geometry in ORCA input format:
```
! RIJCOSX wB97M-V def2-TZVPD def2/J DEFGRID3
* xyz 1 1
C 0.73 -7.68 0.67
C -0.15 -6.70 0.47
C 0.28 -5.29 0.18
C 0.04 -4.28 1.35
C -1.50 -4.16 1.61
C -2.48 -5.18 2.27
N -3.27 -4.44 3.26
N -3.41 -5.62 1.20
N -1.87 -6.30 2.95
C 0.40 -2.84 0.69
O 1.50 -2.88 -0.18
C -0.71 -2.06 -0.03
C -0.19 -0.90 -0.89
C -0.26 -1.20 -2.39
F -1.54 -1.05 -2.81
F 0.09 -2.48 -2.69
C 0.56 -0.23 -3.28
F 0.37 -0.58 -4.56
F 0.05 1.00 -3.10
C 2.12 -0.22 -3.03
F 2.40 -1.19 -2.14
F 2.77 -0.52 -4.14
C 2.69 1.08 -2.40
F 3.85 0.75 -1.84
F 1.89 1.48 -1.42
S 3.05 2.53 -3.58
F 1.84 3.37 -2.99
F 3.99 3.16 -2.46
F 4.26 1.71 -4.16
F 2.08 1.92 -4.67
F 3.39 3.72 -4.54
N 1.00 -2.10 1.85
C 1.16 -0.64 2.09
O -0.04 -0.10 2.58
C -0.47 1.16 2.03
C -2.01 1.30 2.08
O -2.52 1.68 0.81
C -3.72 1.02 0.41
C -4.49 1.91 -0.54
C 1.47 -2.92 2.71
C 1.18 -4.34 2.49
C 2.52 -5.08 2.15
F 3.27 -5.02 3.35
C 3.46 -4.53 1.09
C 4.83 -5.21 1.14
P 1.01 -4.81 4.42
O -0.52 -4.43 4.76
Br 1.13 -7.02 4.45
H 0.41 -8.61 1.13
H 1.77 -7.58 0.37
H -1.20 -6.96 0.46
H -0.27 -4.88 -0.68
H 1.33 -5.32 -0.09
H -1.68 -3.21 2.12
H -1.91 -4.07 0.60
H -3.97 -5.05 3.66
H -3.74 -3.68 2.78
H -3.88 -6.47 1.47
H -2.96 -5.75 0.30
H -2.27 -6.45 3.87
H -1.91 -7.15 2.41
H 1.21 -3.15 -1.06
H -1.48 -1.71 0.65
H -1.22 -2.77 -0.68
H -0.84 -0.04 -0.75
H 0.81 -0.57 -0.64
H 1.55 -0.14 1.21
H 1.92 -0.59 2.88
H -0.10 1.30 1.01
H -0.04 1.96 2.64
H -2.44 0.35 2.41
H -2.27 2.05 2.82
H -3.46 0.08 -0.09
H -4.35 0.77 1.27
H -3.93 2.14 -1.45
H -5.42 1.39 -0.82
H -4.80 2.82 -0.04
H 2.03 -2.59 3.59
H 2.32 -6.14 1.98
H 3.07 -4.65 0.08
H 3.61 -3.45 1.22
H 5.47 -4.75 0.38
H 5.33 -5.06 2.10
H 4.77 -6.27 0.91
H -0.54 -3.62 5.29
C -3.46 5.96 -0.18
C -3.00 7.10 0.34
C -3.83 8.33 0.36
O -3.41 9.36 0.84
C -5.20 8.25 -0.22
C -5.66 7.11 -0.74
C -4.83 5.88 -0.76
O -5.24 4.85 -1.23
H -2.88 5.05 -0.20
H -2.01 7.18 0.78
H -5.78 9.16 -0.20
H -6.64 7.03 -1.18
C 4.84 7.16 -4.17
C 3.55 6.91 -4.37
C 2.70 7.84 -5.16
O 1.52 7.60 -5.34
C 3.34 9.05 -5.71
C 4.63 9.31 -5.51
C 5.48 8.38 -4.73
O 6.66 8.60 -4.54
H 5.48 6.50 -3.61
H 3.06 6.03 -3.98
H 2.70 9.72 -6.28
H 5.12 10.19 -5.90
C -7.45 -2.06 2.50
C -8.76 -2.13 2.28
C -9.35 -1.73 0.98
O -10.54 -1.79 0.78
C -8.41 -1.24 -0.07
C -7.10 -1.17 0.15
C -6.52 -1.58 1.45
O -5.32 -1.51 1.64
H -7.00 -2.35 3.44
H -9.46 -2.48 3.03
H -8.86 -0.95 -1.01
H -6.40 -0.82 -0.60
C 6.78 3.30 -0.33
C 6.09 2.19 -0.09
C 6.50 1.25 0.97
O 5.85 0.24 1.19
C 7.71 1.58 1.76
C 8.40 2.69 1.52
C 7.99 3.64 0.46
O 8.62 4.65 0.24
H 6.50 4.01 -1.11
H 5.21 1.93 -0.65
H 7.98 0.88 2.54
H 9.29 2.96 2.08
*
```

The value obtained for the HOMO energy is -11.2676 eV. The orbital gap comes out at 7.61 eV. Its total energy is -7655.8493 hartree. Its LUMO energy is -3.66 eV.

=====

Entry 2:
The following is a DFT calculation (ωB97M-V/def2-TZVPD) of a molecular structure, C47H53BrN6O8P2S2SbSiTl.

The geometry in ORCA input format:
```
! RIJCOSX wB97M-V def2-TZVPD def2/J DEFGRID3
* xyz -2 1
Tl -1.33 -1.19 -0.34
C 3.64 -1.48 1.22
C 2.18 -1.63 0.88
N 1.63 -1.26 -0.21
N 2.35 -0.54 -1.14
C 1.78 -0.71 -2.35
O 0.90 -1.55 -2.62
C 2.26 0.20 -3.46
C 1.60 0.15 -4.68
C 1.93 1.00 -5.72
C 2.97 1.92 -5.56
C 3.66 1.96 -4.36
C 3.31 1.10 -3.33
C 1.31 -2.32 1.87
C 1.66 -2.35 3.22
C 0.82 -2.99 4.12
C -0.32 -3.62 3.64
C -0.58 -3.55 2.28
N 0.21 -2.92 1.42
H 4.24 -1.71 0.34
H 3.89 -0.46 1.53
H 3.93 -2.16 2.02
H 0.80 -0.56 -4.81
H 1.37 0.96 -6.64
H 3.22 2.60 -6.36
H 4.47 2.67 -4.22
H 3.87 1.15 -2.41
H 2.54 -1.83 3.58
H 1.05 -2.98 5.18
H -1.01 -4.11 4.31
H -1.47 -4.00 1.86
N -4.14 -1.97 -5.76
C -3.97 -1.19 -4.51
C -4.68 0.15 -4.65
P -4.54 -2.17 -3.04
O -6.09 -1.68 -2.84
O -4.56 -3.60 -3.46
O -3.74 -1.69 -1.87
P -2.19 -0.78 -4.37
O -1.45 -2.13 -3.97
O -1.84 -0.58 -5.93
O -1.83 0.38 -3.55
H -5.13 -1.95 -5.99
H -3.97 -2.94 -5.49
H -2.54 -1.05 -6.42
H -5.75 -0.01 -4.81
H -4.28 0.72 -5.49
H -4.55 0.75 -3.74
H -6.08 -0.92 -2.24
H -0.79 -1.99 -3.26
C -4.94 -0.32 5.46
Si -3.33 -1.28 5.62
C -3.70 -3.10 5.37
C -2.79 -1.14 7.44
C -2.02 -0.45 4.59
C -1.09 0.40 5.17
C -0.16 1.08 4.40
C -0.19 0.85 3.03
N -1.06 0.06 2.43
C -2.01 -0.57 3.17
S -3.24 -1.43 2.34
H -5.73 -0.74 6.09
H -5.28 -0.34 4.42
H -4.80 0.73 5.74
H -4.20 -3.49 6.26
H -2.78 -3.67 5.22
H -4.32 -3.25 4.49
H -3.51 -1.64 8.07
H -2.72 -0.10 7.78
H -1.82 -1.61 7.59
H -1.09 0.53 6.25
H 0.57 1.76 4.83
H 0.53 1.34 2.37
O -4.16 1.08 -1.33
H -3.28 1.45 -1.46
H -4.00 0.12 -1.39
Br -3.84 -7.48 -3.26
C -3.06 -6.04 -2.29
C -1.79 -5.61 -2.62
C -1.28 -4.54 -1.89
N -1.94 -3.94 -0.91
C -3.17 -4.37 -0.63
C -3.78 -5.42 -1.28
H -1.23 -6.05 -3.42
H -0.30 -4.14 -2.11
H -3.70 -3.81 0.14
H -4.79 -5.72 -1.05
S 0.10 1.90 -1.04
Sb 2.23 2.30 -0.38
C 1.89 3.12 1.59
C 2.62 2.80 2.73
C 2.24 3.28 3.97
C 1.13 4.11 4.09
C 0.39 4.43 2.96
C 0.76 3.93 1.72
C 2.69 4.07 -1.57
C 1.60 4.79 -2.04
C 1.77 5.92 -2.82
C 3.05 6.33 -3.17
C 4.14 5.61 -2.73
C 3.96 4.49 -1.93
C 4.34 1.90 -0.01
C 5.07 0.80 -0.44
C 6.43 0.73 -0.20
C 7.08 1.75 0.48
C 6.35 2.86 0.91
C 4.99 2.93 0.66
H 3.47 2.13 2.67
H 2.80 3.00 4.86
H 0.83 4.48 5.06
H -0.49 5.04 3.05
H 0.15 4.12 0.85
H 0.60 4.43 -1.81
H 0.90 6.46 -3.18
H 3.18 7.21 -3.79
H 5.14 5.92 -3.01
H 4.84 3.93 -1.63
H 4.55 0.01 -0.95
H 6.99 -0.13 -0.54
H 8.14 1.70 0.68
H 6.85 3.67 1.43
H 4.44 3.81 0.98
*
```

The value obtained for the HOMO energy is -2.1914 eV. The orbital gap comes out at 5.79 eV. Its total energy is -7508.9472 hartree. Its LUMO energy is 3.60 eV.

=====

Entry 3:
The following is a DFT calculation (ωB97M-V/def2-TZVPD) of a molecular structure, C47H54N4OP2RbS3 in a non-equilibrium geometry.

The geometry in ORCA input format:
```
! RIJCOSX wB97M-V def2-TZVPD def2/J DEFGRID3
* xyz 1 1
Rb 0.23 0.12 0.21
C -2.73 -0.17 2.43
C -3.65 -0.64 1.30
N -3.01 -0.64 -0.02
C -3.21 -1.84 -0.83
C -2.49 -3.07 -0.27
S -0.71 -2.86 -0.05
C -0.45 -3.04 1.74
C -1.35 -2.22 2.66
N -1.42 -0.79 2.33
H -3.23 -0.34 3.39
H -2.59 0.91 2.34
H -4.56 -0.02 1.31
H -4.00 -1.65 1.51
H -3.27 0.18 -0.55
H -2.84 -1.64 -1.83
H -4.27 -2.11 -0.94
H -2.65 -3.91 -0.96
H -2.93 -3.39 0.68
H 0.60 -2.76 1.88
H -0.52 -4.09 2.02
H -1.03 -2.39 3.69
H -2.36 -2.63 2.62
H -0.74 -0.26 2.86
O 2.73 -0.24 -0.09
S 2.84 0.93 -1.05
C 4.06 2.04 -0.35
C 4.90 2.80 -1.16
C 5.81 3.66 -0.57
C 5.88 3.75 0.81
C 5.00 3.04 1.60
C 4.03 2.19 1.05
P 2.67 1.47 2.12
C 3.42 -0.01 2.90
C 2.54 -0.91 3.49
C 2.99 -2.07 4.10
C 4.35 -2.35 4.12
C 5.24 -1.46 3.54
C 4.78 -0.29 2.94
C 2.64 2.69 3.51
C 2.48 4.06 3.23
C 2.31 4.99 4.24
C 2.27 4.57 5.57
C 2.40 3.22 5.87
C 2.59 2.29 4.85
C 3.56 0.26 -2.54
C 4.92 0.04 -2.67
C 5.39 -0.60 -3.81
C 4.49 -1.03 -4.78
C 3.12 -0.83 -4.62
C 2.63 -0.19 -3.49
P 0.82 -0.03 -3.09
C 0.46 1.66 -3.70
C 0.85 2.14 -4.96
C 0.56 3.44 -5.33
C -0.12 4.29 -4.46
C -0.50 3.83 -3.20
C -0.21 2.51 -2.83
C -0.02 -1.16 -4.26
C 0.33 -2.51 -4.26
C -0.38 -3.44 -5.01
C -1.48 -3.02 -5.77
C -1.84 -1.69 -5.78
C -1.11 -0.76 -5.03
H 4.86 2.72 -2.24
H 6.48 4.25 -1.19
H 6.61 4.40 1.28
H 5.03 3.17 2.67
H 1.47 -0.71 3.47
H 2.29 -2.76 4.56
H 4.72 -3.26 4.59
H 6.31 -1.67 3.54
H 5.49 0.39 2.49
H 2.49 4.40 2.20
H 2.20 6.04 3.99
H 2.13 5.30 6.37
H 2.38 2.89 6.90
H 2.71 1.24 5.11
H 5.61 0.34 -1.90
H 6.45 -0.79 -3.93
H 4.86 -1.53 -5.67
H 2.43 -1.22 -5.36
H 1.39 1.49 -5.64
H 0.87 3.80 -6.31
H -0.33 5.31 -4.75
H -0.99 4.48 -2.50
H -0.49 2.19 -1.84
H 1.17 -2.86 -3.66
H -0.09 -4.48 -5.00
H -2.04 -3.74 -6.35
H -2.68 -1.35 -6.37
H -1.41 0.29 -5.06
C -2.05 4.34 4.98
C -1.81 2.97 4.36
N -0.94 3.00 3.18
C -1.30 3.35 1.93
S -0.16 3.45 0.65
N -2.62 3.57 1.75
C -3.21 4.03 0.49
C -3.27 5.54 0.39
H -2.63 4.25 5.91
H -2.61 5.01 4.31
H -1.10 4.82 5.22
H -2.75 2.48 4.10
H -1.34 2.30 5.08
H 0.05 2.96 3.33
H -3.16 3.73 2.58
H -4.20 3.58 0.42
H -2.61 3.62 -0.31
H -3.88 5.98 1.19
H -3.72 5.84 -0.56
H -2.27 5.97 0.45
*
```

The value obtained for the HOMO energy is -10.0529 eV. The orbital gap comes out at 8.35 eV. Its total energy is -4018.8509 hartree. Its LUMO energy is -1.71 eV.

=====

Entry 4:
The following is a DFT calculation (ωB97M-V/def2-TZVPD) of a molecular structure, C47H55Cl2LaN7O5S in a non-equilibrium geometry.

The geometry in ORCA input format:
```
! RIJCOSX wB97M-V def2-TZVPD def2/J DEFGRID3
* xyz -1 1
La -0.04 -0.28 0.50
C -1.68 -3.37 4.67
C -0.89 -3.45 3.35
C 0.19 -4.53 3.43
C -1.86 -3.66 2.21
C -2.27 -4.93 1.84
C -3.20 -5.11 0.83
C -3.73 -4.00 0.19
C -3.35 -2.71 0.53
C -4.00 -1.54 -0.19
C -5.40 -1.29 0.39
C -4.07 -1.77 -1.71
C -2.39 -2.54 1.55
N -1.92 -1.24 1.87
C -2.74 -0.47 2.59
O -3.74 -0.80 3.24
C -2.31 0.98 2.62
C -3.12 1.98 3.15
C -2.64 3.28 3.14
C -1.34 3.53 2.71
C -0.59 2.47 2.23
N -1.10 1.24 2.12
C 0.93 2.53 2.20
O 1.44 3.47 2.82
N 1.52 1.45 1.68
C 2.83 1.21 2.19
C 2.89 0.47 3.40
C 4.12 0.20 3.98
C 5.29 0.65 3.40
C 5.23 1.38 2.22
C 4.02 1.68 1.60
C 4.12 2.47 0.30
C 3.31 3.77 0.26
C 3.77 1.60 -0.90
C 1.62 0.00 4.09
C 1.78 -1.38 4.73
C 1.17 1.02 5.14
H -1.01 -3.23 5.52
H -2.24 -4.29 4.82
H -2.39 -2.54 4.62
H -0.41 -2.48 3.20
H -0.21 -5.46 3.83
H 1.00 -4.22 4.10
H 0.61 -4.74 2.45
H -1.87 -5.80 2.36
H -3.50 -6.11 0.54
H -4.45 -4.16 -0.61
H -3.39 -0.66 -0.03
H -6.05 -2.14 0.19
H -5.85 -0.39 -0.06
H -5.34 -1.14 1.46
H -4.75 -2.59 -1.96
H -3.08 -2.00 -2.10
H -4.45 -0.87 -2.19
H -4.08 1.71 3.55
H -3.25 4.09 3.52
H -0.88 4.50 2.77
H 4.18 -0.35 4.91
H 6.25 0.45 3.86
H 6.15 1.75 1.78
H 5.17 2.75 0.21
H 2.28 3.58 -0.02
H 3.73 4.45 -0.48
H 3.31 4.26 1.24
H 2.75 1.23 -0.83
H 4.44 0.74 -0.98
H 3.85 2.18 -1.83
H 0.82 -0.08 3.34
H 2.42 -1.34 5.61
H 2.20 -2.10 4.03
H 0.80 -1.75 5.06
H 1.90 1.06 5.95
H 0.20 0.73 5.56
H 1.08 2.01 4.71
N 1.70 -2.26 0.79
C 1.81 -3.23 -0.33
C 0.47 -3.88 -0.68
C -0.50 -2.94 -1.43
O -0.86 -3.24 -2.56
O -0.87 -1.89 -0.78
H 2.61 -1.83 0.94
H 1.48 -2.78 1.64
H 2.53 -4.02 -0.08
H 2.20 -2.69 -1.20
H -0.03 -4.22 0.23
H 0.65 -4.73 -1.33
Cl 2.49 -1.56 -3.77
C 0.94 -0.79 -3.73
C 0.17 -0.76 -4.89
C -1.03 -0.11 -4.91
Cl -1.93 -0.05 -6.40
C -1.52 0.54 -3.76
C -2.73 1.26 -3.71
C -3.12 1.85 -2.54
C -2.30 1.71 -1.41
N -1.17 1.05 -1.41
C -0.75 0.47 -2.57
C 0.53 -0.21 -2.52
O 1.23 -0.24 -1.45
H 0.54 -1.26 -5.78
H -3.33 1.34 -4.60
H -4.04 2.40 -2.47
H -2.59 2.17 -0.47
C 2.65 5.75 -4.27
N 2.26 4.45 -4.73
C 2.85 3.85 -5.92
C 2.26 2.42 -5.92
N 1.39 2.44 -4.77
C 1.43 3.59 -4.07
S 0.58 3.91 -2.69
H 2.45 6.51 -5.02
H 3.72 5.76 -4.04
H 2.09 5.96 -3.37
H 3.94 3.85 -5.85
H 2.56 4.41 -6.81
H 3.04 1.66 -5.83
H 1.70 2.22 -6.83
H 1.04 1.60 -4.34
*
```

The value obtained for the HOMO energy is -5.2583 eV. The orbital gap comes out at 7.43 eV. Its total energy is -3934.0447 hartree. Its LUMO energy is 2.17 eV.